{
  "formula": "C45H54F3N5O6S",
  "method": "wB97M-V/def2-TZVPD",
  "gap_ev": 4.6,
  "energy_ev": -86254.563,
  "mol_weight_g_mol": 850.02,
  "charge": 0,
  "e_lumo_ev": -2.42,
  "species": ["C", "C", "C", "C", "C", "C", "C", "C", "C", "C", "C", "C", "C", "C", "N", "C", "C", "N", "C", "C", "C", "C", "C", "C", "C", "C", "C", "C", "C", "C", "C", "C", "C", "C", "C", "C", "C", "C", "C", "C", "H", "H", "H", "H", "H", "H", "H", "H", "H", "H", "H", "H", "H", "H", "H", "H", "H", "H", "H", "H", "H", "H", "H", "H", "H", "H", "H", "H", "H", "H", "H", "H", "H", "H", "H", "H", "H", "H", "H", "H", "H", "H", "H", "H", "H", "H", "H", "H", "H", "H", "H", "H", "O", "S", "O", "C", "F", "F", "F", "C", "C", "C", "N", "O", "O", "N", "C", "C", "N", "O", "O", "C", "H", "H"],
  "coordinates": [[2.827612, 2.021776, -0.147283], [3.825010, 1.579314, 0.904878], [5.073244, 1.119909, 0.143670], [4.281341, 2.731305, 1.792016], [3.197363, 0.440942, 1.747918], [3.584469, -0.856373, 1.408881], [3.599486, -1.852650, 2.375215], [3.075000, -1.552878, 3.624240], [2.266136, -0.431065, 3.826446], [1.414614, -0.454304, 5.128675], [0.024933, 0.119376, 4.912885], [2.168605, 0.262629, 6.247836], [1.156959, -1.885123, 5.624384], [2.322393, 0.618097, 2.860566], [1.460121, 1.796259, 2.935613], [1.571670, 2.834222, 3.964403], [0.344044, 3.685837, 3.782450], [-0.240785, 3.231997, 2.510641], [-1.281840, 4.020389, 1.864584], [-0.935509, 5.240902, 1.202305], [0.477270, 5.892455, 1.052154], [0.585739, 6.689344, -0.261921], [1.628613, 4.908505, 0.978128], [0.669497, 6.901205, 2.187636], [-1.959169, 6.029210, 0.676247], [-3.259793, 5.570365, 0.564381], [-3.586204, 4.379365, 1.179528], [-2.663052, 3.677279, 1.963202], [-3.354604, 2.731752, 2.990620], [-4.543042, 2.007672, 2.339997], [-3.874293, 3.596137, 4.145786], [-2.454831, 1.663506, 3.561359], [0.356647, 2.042634, 2.125558], [-0.115200, 1.062124, 1.244513], [-1.182459, 1.308723, 0.289779], [-1.161058, 2.389848, -0.626407], [-2.228711, 2.607294, -1.488622], [-3.304245, 1.709495, -1.527653], [-3.314957, 0.600394, -0.675149], [-2.285372, 0.418487, 0.243154], [1.846953, 2.216087, 0.296788], [3.183757, 2.920737, -0.669255], [2.670739, 1.233109, -0.889396], [5.810839, 0.671970, 0.816979], [4.836346, 0.412643, -0.657437], [5.539881, 1.991873, -0.331077], [4.973816, 2.356272, 2.557121], [4.802590, 3.484172, 1.184283], [3.447270, 3.221569, 2.285234], [3.987841, -1.075357, 0.419951], [4.048790, -2.824118, 2.174655], [3.259600, -2.245425, 4.446678], [-0.492875, -0.443790, 4.128721], [-0.564668, 0.040184, 5.839090], [0.059899, 1.168829, 4.626316], [3.068750, -0.310985, 6.503065], [2.496258, 1.266732, 5.962915], [1.528198, 0.331254, 7.136143], [2.059212, -2.349381, 6.037013], [0.412738, -1.856790, 6.432365], [0.748220, -2.515874, 4.825726], [1.617334, 2.400917, 4.966273], [2.491252, 3.420166, 3.836481], [-0.378484, 3.532005, 4.600521], [0.567295, 4.757607, 3.744992], [-0.006690, 7.609269, -0.249682], [1.631576, 6.989063, -0.411907], [0.283967, 6.080002, -1.122409], [1.647799, 4.207702, 1.809162], [1.591446, 4.337898, 0.044460], [2.584666, 5.454637, 0.987471], [0.613775, 6.441529, 3.178415], [1.643741, 7.397316, 2.093331], [-0.112325, 7.667388, 2.133441], [-1.746243, 7.028554, 0.299274], [-4.012303, 6.140750, 0.018545], [-4.614546, 4.035885, 1.083440], [-4.248800, 1.574206, 1.377800], [-4.881558, 1.183741, 2.979822], [-5.403723, 2.668525, 2.193418], [-3.045139, 4.136035, 4.620438], [-4.606594, 4.332312, 3.793776], [-4.356042, 2.967381, 4.904601], [-1.698741, 2.095120, 4.216177], [-3.054491, 0.966186, 4.165497], [-1.985082, 1.075327, 2.766343], [0.231235, 0.070175, 1.510545], [-0.277324, 3.032439, -0.632712], [-2.220529, 3.481306, -2.143585], [-4.124169, 1.864111, -2.233845], [-4.121602, -0.138422, -0.712833], [-2.299847, -0.418089, 0.948919], [-2.392131, -3.775039, 1.958477], [-1.077044, -3.181567, 1.950139], [-0.840441, -1.870633, 2.537836], [0.025438, -4.420939, 2.851001], [-0.346095, -4.472069, 4.146476], [-0.067264, -5.649147, 2.316054], [1.324773, -4.017347, 2.790104], [-0.424092, -3.043023, 0.293628], [-0.024480, -1.794746, -0.232704], [0.603569, -1.815421, -1.477404], [1.051720, -0.750998, -2.258752], [0.974094, 0.466916, -2.135394], [1.615728, -1.325831, -3.408594], [1.473174, -2.695296, -3.407159], [0.844269, -2.974358, -2.228897], [0.310928, -4.221679, -1.723503], [0.366921, -5.458424, -2.457466], [0.910362, -5.516413, -3.576834], [-0.160623, -6.459486, -1.910311], [-0.327538, -4.218970, -0.471813], [-0.274307, -0.838467, 0.192164], [-0.743683, -5.143124, -0.080517]],
  "forces_ev_per_a": [[-0.4689, 0.4083, -0.2516], [-0.4972, -0.2759, -0.3804], [0.2651, -0.1553, 0.0042], [0.0256, 0.0931, 0.2529], [-0.0138, 0.3014, -0.3429], [0.3546, -0.2105, 0.2876], [-0.2085, 0.2828, 0.1657], [0.1580, -0.4467, -0.0641], [-0.1668, 0.2984, 0.1464], [0.1236, -0.0685, -0.1560], [-0.3003, 0.4230, -0.0772], [0.2282, 0.1134, 0.1528], [0.0192, -0.3196, 0.0194], [-0.3361, -0.3196, 0.0265], [0.5419, 0.3131, 0.2640], [0.9087, -0.3588, 0.2182], [-0.8809, 0.4753, -0.2372], [0.2120, 0.3419, 0.0260], [-0.2577, 0.3002, 0.1607], [0.2539, 0.0300, 0.1134], [-0.2990, -0.0489, -0.0648], [-0.0055, 0.1670, -0.2175], [0.4207, -0.2285, 0.2251], [0.0161, 0.1688, 0.2016], [-0.2293, 0.1322, -0.3002], [0.1943, -0.1226, 0.0276], [-0.0754, 0.2604, -0.0918], [-0.1209, -0.0883, 0.2852], [0.1074, -0.1673, -0.4797], [-0.2624, -0.1549, -0.1482], [0.0351, 0.2745, 0.0426], [0.1041, -0.5201, 0.2154], [-0.9565, -1.8908, -0.8139], [0.6855, 2.0235, 1.3093], [-0.7381, -0.3367, -0.4329], [-0.0090, -0.4961, 0.3360], [-0.0237, -0.0804, 0.0605], [-0.0071, -0.1226, 0.0640], [0.0813, 0.0036, -0.2465], [0.5178, 0.2814, -0.2752], [0.3311, 0.0580, -0.2671], [-0.0450, -0.1710, 0.0278], [0.1303, 0.1386, 0.1333], [-0.0262, -0.0226, -0.1099], [0.0964, 0.0702, 0.1398], [-0.1295, -0.1238, 0.0781], [-0.0846, 0.1537, -0.0911], [-0.1086, -0.1783, 0.1424], [0.1274, -0.0281, -0.0728], [0.1390, 0.2155, 0.3889], [-0.0784, 0.2130, 0.0474], [-0.3705, 0.0884, -0.3811], [0.0748, 0.2917, 0.2176], [0.1783, 0.0171, -0.2045], [-0.2014, -0.3358, 0.1343], [-0.1311, 0.1467, 0.0415], [-0.0193, -0.2550, 0.2018], [0.1718, 0.0227, -0.0738], [-0.1895, -0.0449, -0.1011], [0.1975, 0.0484, -0.1530], [0.1953, 0.2156, 0.2643], [-0.1398, 0.1807, -0.2600], [-0.1258, -0.1005, 0.0325], [0.1212, 0.0645, -0.1621], [0.0216, -0.3969, 0.0472], [0.1219, -0.1605, -0.0892], [-0.1934, -0.0737, 0.0592], [0.0132, 0.1238, 0.1344], [0.1149, 0.1414, -0.2496], [-0.0539, 0.0809, 0.2304], [-0.2436, -0.0785, -0.0552], [0.0334, 0.1920, -0.1727], [-0.1368, -0.0668, 0.0151], [0.1228, -0.0831, 0.0779], [0.0485, -0.4144, -0.0041], [0.1979, -0.1039, 0.1952], [0.3402, 0.0673, 0.2478], [-0.1837, 0.1730, 0.2494], [0.0841, 0.1866, -0.0012], [0.1043, -0.1655, -0.0113], [-0.1515, -0.0440, -0.0155], [0.1363, -0.0854, 0.0595], [0.0831, 0.0439, -0.1268], [-0.0615, -0.1661, -0.1206], [0.1388, 0.2095, -0.0433], [0.0363, 0.1473, 0.3329], [0.0831, 0.2261, -0.1230], [-0.3497, -0.0980, -0.0616], [0.0060, -0.3026, 0.1258], [0.2801, -0.0315, 0.2467], [0.1660, 0.3781, -0.0230], [-0.1554, 0.2876, -0.1999], [1.0570, 0.1024, -0.0550], [-0.8338, 1.7647, -0.0292], [-0.1698, -1.6430, -0.2691], [1.0894, -0.1550, 0.5019], [0.1097, 0.0592, -1.2750], [-0.0589, 0.8402, 0.2610], [-1.3717, -0.4063, -0.0600], [0.5793, 1.0063, -0.3482], [-0.6495, -1.0894, 0.5347], [0.2933, 0.8950, -0.8610], [-0.6204, 0.1551, 0.3959], [0.3068, -2.0446, -0.3300], [-0.4639, 0.4219, 0.9521], [-1.0208, -0.3250, 1.9647], [0.7735, -0.6980, -2.1695], [-0.4835, 0.7699, 1.4424], [-0.1349, -2.8202, -1.1485], [-0.8892, 0.8083, 2.2361], [0.9426, 1.9268, -0.8985], [1.0249, -0.3086, -1.5993], [0.2716, -0.2476, 0.2844], [0.1358, 0.0565, -0.2529]],
  "mulliken_charge": [-1.384, 2.737, -2.120, -1.705, -0.189, -0.073, -1.451, -0.411, 0.603, 2.572, -0.844, -1.978, -2.034, -2.049, 1.212, -0.452, 0.236, 1.272, -2.400, 0.812, 2.041, -2.051, -1.347, -1.829, -0.181, -1.421, -0.014, 0.425, 2.402, -1.963, -2.070, -1.256, -0.133, -0.054, 1.752, -0.188, -0.723, -1.066, -0.769, -0.029, -0.220, 0.668, 0.143, 0.398, 0.438, 0.437, 0.355, 0.428, 0.135, 0.419, 0.493, 0.388, -0.349, 0.776, 0.083, 0.429, 0.349, 0.421, 0.489, 0.475, 0.176, -0.083, 0.646, 0.619, -0.454, 0.569, 0.436, 0.356, -0.282, 0.185, 0.838, 0.339, 0.416, 0.410, 0.262, 0.427, 0.209, 0.391, 0.412, 0.475, 0.325, 0.432, 0.474, 0.088, 0.959, -0.397, -0.173, 0.433, 0.464, 0.369, 0.448, 0.263, -0.678, 1.088, -0.406, 0.679, -0.199, -0.224, -0.136, 0.023, 1.246, -0.756, 0.734, -0.594, -0.206, -0.587, 0.662, -0.820, 0.940, -0.557, -0.605, -0.642, -0.378, 0.749]
}